ORCA calculation (the ωB97M-V functional and the def2-TZVPD basis) on one molecule with the formula C3H3ClO2.

Each atom is followed by the atoms it is bonded to, with distances in Å.
Positions of all 9 atoms, in Å:
1 C -1.266 0.237 0.133  C2 1.455, H7 1.083, H8 1.114, H9 1.072
2 C 0.044 -0.353 -0.096  C1 1.455, O3 1.469, C4 1.421, O6 1.425
3 O 0.929 -1.259 0.647  C2 1.469, C4 1.398
4 C 1.454 -0.179 -0.068  C2 1.421, O3 1.398, Cl5 1.676, O6 1.421
5 Cl 2.655 0.931 0.300  C4 1.676
6 O 0.807 -0.509 -1.290  C2 1.425, C4 1.421
7 H -1.741 0.039 -0.820  C1 1.083
8 H -1.062 1.324 0.269  C1 1.114
9 H -1.819 -0.230 0.925  C1 1.072

- frontier orbital gap (eV) = 9.5
- E_HOMO (Ha) = -0.3256
- relative energy (zero: lowest compared OMol25 entry of this formula, charge and spin) (eV) = 4.147
- multiplicity = 1
- structure (SMILES) = C[C@]12O[C@@]1(Cl)O2
- maximum force (eV Å⁻¹) = 4.0